[1]
{"formula": "C6H6N2", "method": "the ωB97M-V functional and the def2-TZVPD basis", "relative_energy_kj_mol": 150.2, "e_lumo_ev": -0.735, "gap_ev": 8.13, "total_charge": 0, "species": ["N", "N", "C", "C", "C", "C", "C", "C", "H", "H", "H", "H", "H", "H"], "coordinates": [[0.763, -1.420, -0.109], [-1.570, -1.468, 0.202], [-0.704, 0.723, -0.035], [1.794, -0.627, -0.095], [-0.514, -0.800, -0.030], [1.738, 0.846, 0.069], [-1.916, 1.208, -0.122], [0.560, 1.557, 0.082], [-1.267, -2.496, 0.278], [2.775, 1.225, 0.345], [-2.188, 2.254, -0.067], [2.772, -1.143, -0.261], [-2.574, 0.336, -0.408], [0.390, 2.596, 0.254]], "nbo_charge": [-0.448, -0.613, -0.139, 0.117, 0.358, -0.297, -0.313, -0.122, 0.353, 0.225, 0.209, 0.199, 0.251, 0.221]}

=====

[2]
{"formula": "C4F16K4N2O20S8", "method": "the ωB97M-V functional and the def2-TZVPD basis", "e_lumo_ev": [0.725, -4.287], "gap_ev": [7.73, 2.72], "total_charge": -1, "s_squared": 0.7625, "spin_multiplicity": 2, "species": ["K", "K", "K", "K", "S", "S", "S", "S", "S", "S", "S", "S", "F", "F", "F", "F", "F", "F", "F", "F", "F", "F", "F", "F", "F", "F", "F", "F", "O", "O", "O", "O", "O", "O", "O", "O", "O", "O", "O", "O", "O", "O", "O", "O", "O", "O", "O", "O", "N", "N", "C", "C", "C", "C"], "coordinates": [[-11.211, -10.847, 1.161], [-7.607, -3.098, 2.108], [-11.568, -5.283, -0.958], [-5.849, -8.234, -1.151], [-12.530, -9.764, 5.400], [-9.314, -2.460, -2.806], [-7.237, -10.983, 1.768], [-8.661, -6.300, 1.540], [-13.882, -6.163, 2.624], [-14.819, -9.886, 5.726], [-9.817, -9.039, -2.072], [-15.494, -4.569, 2.549], [-7.774, -4.176, -1.332], [-11.007, -7.502, 1.098], [-9.713, -8.062, -4.615], [-17.091, -4.652, 2.325], [-7.407, -2.141, -0.965], [-10.673, -7.084, 3.184], [-4.930, -12.344, 2.009], [-6.731, -13.402, 2.652], [-11.578, -9.877, 4.078], [-9.174, -10.195, -4.459], [-6.650, -2.991, -2.746], [-13.546, -7.716, 2.607], [-11.254, -9.628, -4.296], [-15.791, -11.120, 6.141], [-9.534, -8.739, 2.363], [-6.288, -13.068, 0.464], [-7.157, -10.533, 3.157], [-9.581, -3.483, -3.769], [-7.598, -7.007, 0.816], [-10.283, -2.442, -1.704], [-9.020, -1.082, -3.290], [-8.385, -8.812, -1.836], [-6.581, -10.045, 0.821], [-15.542, -3.937, 3.843], [-13.390, -5.842, 3.918], [-8.179, -5.704, 2.781], [-10.238, -10.275, -1.440], [-14.972, -3.741, 1.490], [-11.708, -10.202, 6.548], [-10.634, -7.873, -1.715], [-12.744, -8.319, 5.364], [-14.514, -9.272, 7.020], [-15.604, -9.076, 4.808], [-13.163, -5.699, 1.452], [-8.578, -11.382, 1.353], [-9.310, -5.227, 0.718], [-15.432, -6.274, 2.423], [-13.856, -10.790, 4.949], [-10.063, -7.545, 2.071], [-9.996, -9.266, -3.999], [-6.231, -12.529, 1.711], [-7.638, -2.984, -1.932]], "mulliken_spin": [0.001, 0.000, 0.000, 0.000, -0.044, 0.000, 0.000, 0.000, -0.002, -0.092, 0.000, 0.000, 0.000, 0.000, 0.000, 0.000, 0.000, 0.000, 0.000, 0.000, -0.002, 0.000, 0.000, 0.000, 0.000, 0.004, 0.000, 0.000, 0.000, 0.000, 0.000, 0.000, 0.000, 0.000, 0.000, 0.000, 0.000, 0.000, 0.000, 0.000, 0.077, 0.000, 0.047, 0.130, 0.369, 0.000, 0.000, 0.000, 0.001, 0.509, 0.000, 0.000, 0.000, 0.000]}

=====

[3]
{"formula": "C28H47BClIO8", "method": "the ωB97M-V functional and the def2-TZVPD basis", "e_lumo_ev": -1.546, "gap_ev": 7.40, "total_charge": 0, "species": ["I", "Cl", "O", "O", "O", "O", "O", "O", "O", "O", "C", "C", "C", "C", "C", "C", "C", "C", "C", "C", "C", "C", "C", "C", "C", "C", "C", "C", "C", "C", "C", "C", "C", "C", "C", "C", "C", "C", "B", "H", "H", "H", "H", "H", "H", "H", "H", "H", "H", "H", "H", "H", "H", "H", "H", "H", "H", "H", "H", "H", "H", "H", "H", "H", "H", "H", "H", "H", "H", "H", "H", "H", "H", "H", "H", "H", "H", "H", "H", "H", "H", "H", "H", "H", "H", "H"], "coordinates": [[6.561, -4.230, 0.236], [8.492, -2.015, -1.541], [-6.055, 5.962, 0.547], [-2.458, 1.780, -1.107], [-6.098, 0.478, -0.825], [1.990, -4.324, -1.462], [9.780, -3.077, 2.537], [3.987, -2.300, 0.725], [1.785, -1.199, -1.671], [7.336, 0.642, -1.903], [0.917, -5.238, -1.717], [4.195, -0.692, -0.983], [9.375, -2.559, 4.807], [-4.126, 3.327, -0.446], [-3.441, 2.018, -0.087], [2.608, -6.411, -0.546], [-7.527, 0.522, -0.800], [-2.671, 2.680, -2.193], [-7.999, -0.102, -2.107], [-7.771, 6.766, 1.964], [-6.549, 6.427, 2.814], [3.115, -5.025, -0.914], [6.908, -1.561, -1.131], [6.508, -0.202, -1.606], [-5.765, 5.519, 1.876], [0.661, 1.274, -0.561], [-4.038, 3.315, -1.968], [9.976, -3.586, 3.857], [6.055, -2.318, -0.439], [5.061, 0.060, -1.667], [1.514, -6.632, -1.590], [8.875, -1.973, 2.574], [8.245, -1.980, 3.959], [-6.890, -1.115, -2.383], [2.159, 1.012, -0.450], [-5.658, -0.364, -1.897], [-7.157, 6.872, 0.575], [4.685, -1.811, -0.151], [2.634, -0.355, -1.059], [3.394, -7.164, -0.566], [2.010, -2.139, -1.557], [-7.878, -0.052, 0.064], [-5.144, 3.389, -0.068], [-6.816, -1.412, -3.428], [0.133, -5.072, -0.970], [-8.024, 0.651, -2.898], [0.776, -7.379, -1.303], [-6.089, 4.477, 1.972], [11.042, -3.748, 4.022], [2.173, -6.399, 0.456], [-8.490, 5.945, 1.998], [4.722, 0.884, -2.262], [-4.689, 5.562, 2.045], [7.915, -0.993, 4.278], [-7.046, -2.014, -1.783], [3.497, -4.476, -0.064], [2.724, 1.785, -0.964], [-3.562, 4.173, -0.047], [9.041, -2.998, 5.746], [2.500, 0.994, 0.579], [0.139, 0.750, 0.224], [0.473, 2.325, -0.383], [0.501, -5.038, -2.704], [10.107, -1.781, 5.036], [-5.240, 0.268, -2.688], [-4.150, 1.191, -0.094], [-2.607, 2.127, -3.132], [-4.824, 2.678, -2.381], [-1.876, 3.436, -2.183], [-6.792, 5.946, 3.760], [-8.991, -0.545, -2.028], [-4.871, -1.024, -1.533], [8.142, -2.089, 1.776], [-8.281, 7.678, 2.270], [7.381, -2.650, 3.977], [-7.850, 1.557, -0.683], [-5.977, 7.332, 3.029], [-6.779, 7.883, 0.385], [-2.948, 2.050, 0.888], [9.462, -4.550, 3.939], [3.896, -5.077, -1.681], [1.959, -6.940, -2.539], [-4.125, 4.302, -2.420], [0.262, 1.009, -1.523], [9.440, -1.051, 2.398], [-7.856, 6.610, -0.220]], "mulliken_charge": [0.249, -0.139, -0.367, -0.315, -0.351, -0.320, -0.384, -0.589, -0.654, -0.546, -0.564, 0.415, -0.553, 0.035, -0.272, -0.594, -0.489, -0.544, -0.539, -0.532, -0.587, -0.032, 0.732, -0.044, -0.353, -1.109, -0.600, -0.414, -0.830, -0.578, -0.624, 0.287, -0.564, -0.588, -0.676, -0.354, -0.440, 0.733, 0.536, 0.360, 0.345, 0.280, 0.067, 0.331, 0.321, 0.270, 0.356, 0.262, 0.270, 0.294, 0.261, 0.509, 0.307, 0.374, 0.270, -0.008, 0.393, 0.207, 0.349, 0.316, 0.284, 0.417, 0.300, 0.267, 0.215, 0.029, 0.353, 0.119, 0.304, 0.345, 0.348, 0.286, -0.367, 0.336, 0.259, 0.251, 0.267, 0.259, 0.319, 0.256, 0.167, 0.252, 0.363, 0.266, 0.267, 0.261]}

=====

[4]
{"formula": "C4H7N3O2", "method": "the ωB97M-V functional and the def2-TZVPD basis", "relative_energy_kj_mol": 493.7, "e_lumo_ev": [-0.456, -0.452], "gap_ev": [7.83, 7.83], "total_charge": 0, "species": ["O", "O", "N", "N", "N", "C", "C", "C", "C", "H", "H", "H", "H", "H", "H", "H"], "coordinates": [[0.156, -2.039, 1.994], [0.359, 0.031, 2.873], [0.825, -1.457, -1.208], [0.471, -0.414, -0.621], [-0.311, 1.258, 0.744], [0.274, 0.830, -1.476], [0.256, -0.866, 1.896], [-0.064, -0.111, 0.594], [0.059, 1.851, -0.350], [0.161, 2.967, -0.527], [-1.596, -0.973, -0.725], [0.176, 0.863, 2.557], [1.159, -2.213, -0.593], [-2.266, -1.452, -1.004], [1.113, 0.933, -2.160], [-0.773, 0.793, -1.993]], "nbo_charge": [-0.552, -0.659, -0.472, -0.002, -0.433, -0.313, 0.762, 0.016, 0.073, 0.216, -0.040, 0.503, 0.356, 0.020, 0.254, 0.270]}

=====

[5]
{"formula": "C4H13N4", "method": "the ωB97M-V functional and the def2-TZVPD basis", "relative_energy_kj_mol": 283.6, "e_lumo_ev": -3.059, "gap_ev": 9.99, "total_charge": 1, "species": ["N", "N", "N", "N", "C", "C", "C", "C", "H", "H", "H", "H", "H", "H", "H", "H", "H", "H", "H", "H", "H"], "coordinates": [[1.667, -0.273, -1.054], [-1.361, -0.186, 1.417], [-0.225, -1.968, 0.181], [-1.105, -0.097, -1.106], [0.911, 1.574, 0.461], [0.959, 0.002, 0.219], [-0.547, -0.506, 0.139], [-2.095, 0.631, -1.342], [0.151, 1.757, 1.178], [0.135, -2.268, 1.093], [0.799, 2.271, -0.290], [-1.113, -2.389, 0.096], [1.027, 0.070, -1.845], [-0.933, -0.575, 2.211], [1.898, -1.179, -1.404], [-2.303, 0.913, -2.321], [-2.731, 0.852, -0.486], [1.712, 1.784, 1.110], [1.591, -0.490, 1.051], [2.424, 0.390, -1.081], [-2.199, -0.723, 1.327]], "nbo_charge": [-0.687, -0.856, -0.854, -0.506, -0.675, -0.043, 0.385, 0.047, 0.269, 0.371, 0.234, 0.367, 0.464, 0.367, 0.460, 0.198, 0.177, 0.234, 0.243, 0.438, 0.366]}

=====

[6]
{"formula": "C24H73N13O10", "method": "the ωB97M-V functional and the def2-TZVPD basis", "relative_energy_kj_mol": 0.0, "e_lumo_ev": [2.194, 2.147], "gap_ev": [1.70, 9.09], "total_charge": -1, "s_squared": 0.7504, "spin_multiplicity": 2, "species": ["O", "O", "O", "O", "O", "O", "O", "O", "O", "O", "N", "N", "N", "N", "N", "N", "N", "N", "N", "N", "N", "N", "N", "C", "C", "C", "C", "C", "C", "C", "C", "C", "C", "C", "C", "C", "C", "C", "C", "C", "C", "C", "C", "C", "C", "C", "C", "H", "H", "H", "H", "H", "H", "H", "H", "H", "H", "H", "H", "H", "H", "H", "H", "H", "H", "H", "H", "H", "H", "H", "H", "H", "H", "H", "H", "H", "H", "H", "H", "H", "H", "H", "H", "H", "H", "H", "H", "H", "H", "H", "H", "H", "H", "H", "H", "H", "H", "H", "H", "H", "H", "H", "H", "H", "H", "H", "H", "H", "H", "H", "H", "H", "H", "H", "H", "H", "H", "H", "H", "H"], "coordinates": [[0.654, 0.302, -0.623], [-2.550, 2.812, 3.623], [-1.738, -3.727, 1.849], [4.037, -2.386, -3.060], [0.255, -1.639, -6.072], [-1.927, 0.074, -0.934], [-1.155, 4.222, -2.783], [3.239, 2.258, 1.467], [3.909, -1.229, 3.032], [-5.431, 0.330, 0.191], [1.479, 2.965, -2.684], [-5.332, 1.684, 1.975], [-3.529, -0.685, -2.280], [-3.864, -6.478, 3.349], [1.540, 3.127, 0.164], [-1.935, 0.479, -3.099], [-0.824, -0.123, 4.876], [3.787, -0.602, -1.807], [2.137, -2.019, -1.957], [3.225, 2.241, -0.805], [-3.495, 1.230, 1.033], [1.749, -0.620, 5.986], [1.032, 0.152, -3.937], [3.368, -1.745, -2.299], [3.002, 0.720, -5.034], [-0.917, 1.145, 4.243], [-0.567, 0.857, 2.756], [-1.457, -6.270, 3.427], [2.429, 4.765, -4.219], [-2.272, 1.816, 4.563], [1.314, 4.285, -3.214], [1.590, -1.095, -5.981], [-4.796, 0.999, 1.001], [-2.423, -0.067, -2.028], [2.680, -1.348, 3.775], [3.652, -2.100, 5.958], [2.741, 2.576, 0.396], [0.028, -2.713, -7.033], [-2.775, -5.489, 3.234], [2.946, -1.002, 5.225], [-2.526, 4.347, -3.197], [-0.177, 4.473, -3.786], [3.739, -1.675, 1.697], [-1.675, -3.077, 0.596], [1.633, 0.178, -5.237], [-2.700, -4.732, 1.900], [-3.303, 3.901, 4.089], [0.656, 2.798, -2.124], [-3.115, 1.134, 4.451], [0.887, 0.673, 0.228], [-1.444, -3.812, -0.176], [2.079, 4.466, -5.208], [-0.302, 0.263, -0.614], [1.932, -0.630, 3.437], [2.976, 1.716, -4.592], [4.729, -1.593, 1.248], [-4.323, 3.688, 4.409], [3.449, -2.725, 1.651], [-3.949, -6.304, 4.340], [2.202, -0.959, -6.872], [0.526, -2.481, -7.974], [2.181, -2.310, 3.661], [-1.256, -6.915, 2.572], [-2.796, 4.406, 4.911], [-0.980, -2.893, -7.406], [4.748, -0.357, -2.000], [1.290, 2.229, -3.349], [1.086, 0.923, -5.814], [1.408, 3.391, -0.802], [-4.731, -6.174, 2.930], [-2.708, 3.933, -4.188], [1.642, -2.687, -2.531], [3.065, -0.017, -1.411], [0.475, -3.651, -6.701], [1.387, 4.958, -2.360], [2.166, -1.729, -5.307], [0.499, 0.632, 2.728], [2.587, 5.838, -4.326], [-4.026, -1.134, -1.524], [-3.142, 1.619, 1.896], [-6.311, 1.526, 2.165], [-0.662, -5.525, 3.462], [3.633, 0.889, -5.907], [-1.195, 0.040, 2.401], [2.067, -0.380, 6.914], [-2.904, -4.733, 4.008], [3.125, -3.050, 5.875], [-1.609, -6.822, 4.355], [-1.236, -0.060, 5.795], [1.116, -1.380, 6.193], [-2.230, 2.119, 5.609], [4.211, 2.024, -0.842], [-2.446, 0.396, -3.966], [2.900, -1.078, 1.339], [-0.381, 3.835, -4.646], [-2.648, 5.430, -3.167], [-0.330, 5.491, -4.144], [-0.945, -2.269, 0.565], [1.528, -0.416, -3.266], [1.100, 3.539, 0.974], [3.448, 4.437, -4.016], [-2.624, -2.573, 0.413], [-4.677, 2.264, 2.480], [1.607, -1.334, -1.437], [-3.843, -0.964, -3.199], [-3.153, 3.862, -2.448], [-0.750, 1.789, 2.220], [-1.004, 0.870, -3.074], [-3.425, 4.684, 3.340], [-3.688, -4.287, 1.784], [-2.541, -5.494, 1.137], [-2.846, 0.841, 0.364], [0.147, -0.382, 4.979], [4.627, -2.402, 5.576], [3.631, 0.085, -4.409], [2.789, 2.471, -1.686], [0.242, -0.390, -4.258], [3.611, -1.908, 7.030], [3.737, -0.262, 5.345], [-0.063, 1.705, 4.624]], "mulliken_spin": [-0.307, -0.014, -0.053, -0.018, -0.658, -1.392, -0.469, -0.024, 0.001, -0.139, -0.243, 0.005, 0.069, 0.000, -0.013, -1.975, -0.001, -0.018, -0.045, -0.019, -0.302, 0.000, -0.029, 0.114, -0.077, 0.014, -0.094, -0.001, 0.070, -0.008, -0.245, -0.144, 0.241, 3.645, 0.006, 0.000, 0.081, 0.596, -0.011, 0.001, 0.850, 0.248, -0.005, 0.165, 0.335, 0.015, 0.053, 0.073, 0.015, 0.039, -0.032, 0.005, 0.052, 0.001, 0.049, -0.002, 0.002, 0.000, -0.001, 0.073, -0.043, -0.001, -0.002, -0.003, -0.054, 0.000, 0.088, 0.247, 0.008, 0.001, -0.262, -0.033, -0.022, -0.022, 0.001, 0.073, 0.014, -0.025, 0.005, 0.027, 0.012, 0.002, -0.064, -0.002, 0.000, 0.001, 0.000, 0.000, 0.000, 0.000, 0.002, 0.007, 0.037, -0.007, -0.029, -0.066, 0.134, -0.070, 0.072, 0.006, 0.022, 0.018, -0.023, -0.004, -0.326, 0.060, 0.024, 0.673, -0.012, 0.007, 0.009, 0.065, -0.001, 0.000, 0.027, -0.006, -0.050, 0.000, 0.000, 0.002]}